# 1
A 2-piece molecular cluster, C26H22BClF6O2S overall at a distorted geometry, computed with ωB97M-V with the def2-TZVPD basis set.

## Properties
* net charge: 0
* relative energy (zero: lowest compared OMol25 entry of this formula, charge and spin): 0.0 kcal/mol
* electronic energy: -71752.06784 eV
* lowest unoccupied orbital energy: -0.3929 eV
* frontier orbital gap: 6.803 eV

Each line ends with the Mulliken charge.
Positions of all 59 atoms, in Å:
C: 4.973879 1.845497 -3.227731  -1.2474
C: 3.574508 1.806529 -2.744378  0.6308
C: 2.592945 2.798643 -2.749144  -0.8251
C: 1.339706 2.304256 -2.298612  -0.3656
C: 1.389042 0.994166 -1.827872  0.5295
B: 0.829353 0.629244 2.433990  0.6948
C: 0.380454 0.093445 -1.378071  0.6608
C: 0.681292 -1.299942 -1.254519  -1.1964
C: -0.165253 -2.184528 -1.866562  -0.0425
C: 0.213302 -3.645859 -1.848385  0.7213
F: -0.863337 -4.433230 -2.142774  -0.2797
F: 1.196380 -3.976555 -2.738574  -0.2850
F: 0.673306 -4.014723 -0.595131  -0.2289
C: -1.350448 -1.713951 -2.440652  -0.2600
C: -1.756616 -0.399505 -2.217376  0.0925
C: -3.068400 0.169697 -2.679994  0.7838
F: -3.594644 1.010763 -1.711705  -0.2517
F: -2.943362 0.924021 -3.816021  -0.2900
F: -3.991719 -0.794571 -2.942675  -0.2673
C: -0.957733 0.496251 -1.544098  -1.3665
O: 2.121343 0.256900 2.078720  -0.6074
C: 2.854369 1.474792 1.909312  -0.3515
C: 1.813351 2.588477 1.789206  -0.4025
O: 0.590372 1.981961 2.145564  -0.4020
S: 3.006191 0.355797 -2.028827  -0.1833
H: 5.137093 2.657930 -3.936244  0.3671
H: 5.631288 1.975492 -2.358627  0.2630
H: 5.232227 0.892405 -3.709859  0.3355
H: 2.787017 3.819332 -3.069501  0.4258
H: 0.413976 2.883009 -2.292550  0.4405
H: 1.605683 -1.678489 -0.802666  0.5926
H: -2.007890 -2.415495 -2.942543  0.5318
H: -1.343320 1.488185 -1.319607  0.6336
H: 3.485145 1.653490 2.810247  0.3305
H: 3.491050 1.456962 1.021500  0.1749
H: 2.064177 3.399606 2.507891  0.3247
H: 1.777643 2.981991 0.760509  0.1946
Cl: -4.356289 -4.173165 -0.148235  -0.2544
C: -3.251150 -2.973989 0.391407  0.3824
C: -1.978309 -3.332909 0.848947  -1.3738
C: -1.080307 -2.350916 1.254534  0.1179
C: -1.458017 -0.983484 1.297062  0.3400
C: -0.801676 0.060642 2.098941  1.3091
C: -1.763814 1.061241 2.808352  -1.2496
C: -1.080300 1.459370 4.163397  -0.9079
C: -0.198131 0.312538 4.445056  -0.8514
C: 0.041337 -0.430766 3.262793  -0.0664
C: -2.698573 -0.659319 0.688353  -0.1174
C: -3.608063 -1.626165 0.289384  -1.2568
H: -1.737529 -4.392599 0.915065  0.3962
H: -0.047631 -2.625866 1.483349  0.2300
H: -2.058864 1.937414 2.199903  0.2675
H: -2.696966 0.529622 3.089824  0.5226
H: -0.479801 2.361029 3.996476  0.2014
H: -1.802380 1.707041 4.942086  0.5380
H: 0.280559 0.117253 5.401159  0.5001
H: 0.483842 -1.421409 3.183655  0.4236
H: -2.919153 0.393663 0.487710  0.5637
H: -4.601154 -1.351220 -0.071462  0.4101

Cartesian forces (eV/Å) of the 2 atoms listed first:
C 0.454 -0.092 0.209
C -1.138 0.938 0.254

# 2
A 3-piece molecular cluster, C13H17F2NP overall at a distorted geometry, computed with ωB97M-V with the def2-TZVPD basis set.

## Properties
* net charge: +1
* electronic energy: -29962.09159 eV
* lowest unoccupied orbital energy: -4.1500 eV
* frontier orbital gap: 6.384 eV

Each line ends with the Mulliken charge.
Positions of all 34 atoms, in Å:
N: -0.502591 2.834490 -3.948965  -0.5494
C: 0.763802 3.397837 -3.419842  -0.5327
P: 1.250885 4.913354 -4.424934  0.0827
H: -0.534216 2.917614 -4.953946  0.2504
H: -1.226792 3.409099 -3.543578  0.2597
H: 0.696516 3.644950 -2.365472  0.4833
H: 1.546640 2.649484 -3.551504  0.3561
H: 1.915410 4.430168 -5.577252  0.2153
H: 2.116252 5.736253 -3.659027  0.2069
H: 0.136773 5.711816 -4.750635  0.2104
F: 1.628069 -1.888684 1.214404  -0.3156
C: 1.245545 -1.160091 0.155146  0.3859
C: 1.929354 -1.295572 -1.039074  -0.4475
C: 1.528057 -0.542719 -2.133425  -0.7447
C: 0.457844 0.339080 -2.018623  -0.6910
C: -0.215207 0.463113 -0.808576  -0.6383
C: 0.175979 -0.293257 0.286813  -0.1681
H: 2.762876 -1.982224 -1.105377  0.4311
H: 2.049768 -0.644913 -3.076106  0.3703
H: 0.151062 0.928295 -2.870787  0.9827
H: -1.047639 1.149055 -0.717110  0.3736
H: -0.340896 -0.217502 1.234661  0.4644
F: -0.125117 -0.718632 5.278406  -0.3177
C: -0.749452 -1.796940 4.767912  0.2083
C: -1.833465 -2.330753 5.439827  -0.4135
C: -2.477639 -3.439073 4.906976  -0.3855
C: -2.027352 -4.003127 3.719113  -0.4877
C: -0.933780 -3.455982 3.059942  -0.3627
C: -0.291002 -2.342287 3.583087  -0.4427
H: -2.164598 -1.881888 6.367094  0.4182
H: -3.330546 -3.863211 5.418853  0.3630
H: -2.529027 -4.869589 3.308988  0.3742
H: -0.579109 -3.897284 2.137764  0.3707
H: 0.553593 -1.900879 3.085252  0.6901

Cartesian forces (eV/Å) of the 2 atoms listed first:
N 1.026 1.164 0.891
C -0.679 -0.308 -1.320

# 3
A 9-piece molecular cluster, C27H72O27S9 overall at a distorted geometry, computed with ωB97M-V with the def2-TZVPD basis set.

## Properties
* net charge: 0
* relative energy (zero: lowest compared OMol25 entry of this formula, charge and spin): 151.7 kcal/mol
* electronic energy: -181956.41528 eV
* lowest unoccupied orbital energy: 0.0605 eV
* frontier orbital gap: 10.620 eV

Each line ends with the Mulliken charge.
Positions of all 135 atoms, in Å:
C: -3.787894 -6.881278 -8.837500  -1.3162
C: -3.191732 -5.563166 -8.301295  -0.1167
O: -2.893524 -5.553402 -6.912193  -0.2837
S: -1.783903 -4.607921 -6.281279  1.1194
C: -2.369013 -2.915201 -6.903280  -0.8713
O: -2.039328 -4.641109 -4.850297  -0.5814
O: -0.503858 -4.991507 -6.865650  -0.5958
H: -3.019265 -7.652138 -8.893124  0.3201
H: -4.341477 -6.777685 -9.770729  0.3742
H: -4.616540 -7.247332 -8.231334  0.3349
H: -2.268110 -5.295491 -8.814498  0.3837
H: -3.976898 -4.817169 -8.424183  0.2533
H: -3.422400 -2.878677 -6.625536  0.3026
H: -2.279785 -2.875179 -7.988891  0.3156
H: -1.805023 -2.080792 -6.486427  0.3609
C: -1.787243 -10.748886 5.169851  -1.0671
C: -1.036832 -10.421939 3.891956  -0.1830
O: -0.631749 -9.082278 3.969173  -0.3094
S: -0.727653 -8.054083 2.692310  1.2054
C: -2.436590 -7.448300 2.958578  -0.8640
O: 0.195257 -6.971648 2.955169  -0.6061
O: -0.588531 -8.790966 1.455044  -0.6040
H: -2.443538 -9.932941 5.472541  0.2745
H: -1.012397 -10.881848 5.924870  0.2782
H: -2.361366 -11.674947 5.140290  0.3562
H: -0.225763 -11.121022 3.688103  0.3023
H: -1.802027 -10.622983 3.142183  0.2700
H: -2.414109 -6.361849 2.873610  0.3742
H: -2.704359 -7.636587 3.998263  0.2703
H: -3.075363 -7.960057 2.238740  0.3027
C: -2.090444 15.910580 -1.888148  -1.1861
C: -2.167891 14.468010 -2.367214  -0.2571
O: -0.905326 13.764717 -2.163440  -0.3403
S: -0.700673 12.157877 -1.693674  1.1255
C: -1.404990 11.386000 -3.124948  -0.8383
O: 0.727293 11.843171 -1.674534  -0.5683
O: -1.584376 11.809978 -0.546713  -0.5974
H: -1.206427 16.452017 -2.224996  0.3299
H: -2.180372 15.939346 -0.802250  0.2909
H: -2.952618 16.432111 -2.303798  0.3506
H: -3.003678 13.979542 -1.866245  0.3809
H: -2.483608 14.252604 -3.388010  0.3679
H: -1.608147 10.369418 -2.788214  0.3429
H: -0.582758 11.474601 -3.835007  0.3098
H: -2.295622 11.946701 -3.408662  0.2892
C: -9.306666 0.152818 7.693407  -1.1770
C: -8.234259 -0.148181 6.684303  -0.1857
O: -7.721974 0.955806 5.968245  -0.3429
S: -7.347479 0.751407 4.337005  1.1447
C: -9.012741 0.546173 3.584717  -0.8373
O: -6.608365 1.930963 3.872293  -0.5751
O: -6.737646 -0.564233 4.260500  -0.6010
H: -8.997763 0.858510 8.464554  0.3011
H: -9.661443 -0.679450 8.301332  0.3563
H: -10.152887 0.567408 7.145572  0.3034
H: -7.393835 -0.557939 7.244545  0.2767
H: -8.607836 -0.969193 6.072368  0.3746
H: -9.431664 1.548538 3.496000  0.3204
H: -9.689005 -0.080861 4.165726  0.3045
H: -8.941050 0.118491 2.584686  0.3374
C: -1.229169 6.487103 6.570402  -1.1329
C: -1.450183 5.182954 7.330156  -0.1987
O: -1.135985 5.468812 8.712568  -0.2568
S: -0.490769 4.232974 9.569653  1.0664
C: -0.000815 5.248197 11.111064  -0.8169
O: -1.498922 3.225105 9.840273  -0.5918
O: 0.756926 3.832591 8.858660  -0.6055
H: -0.203810 6.608958 6.221261  0.2851
H: -1.522565 7.302870 7.231106  0.3022
H: -1.811184 6.552276 5.651113  0.3535
H: -2.512088 4.961869 7.222562  0.2458
H: -0.829513 4.365147 6.964013  0.3823
H: 0.460587 6.053040 10.538860  0.2875
H: 0.670026 4.605490 11.681156  0.3712
H: -0.967813 5.544731 11.517364  0.3086
C: 10.298796 -3.303781 7.560652  -1.3335
C: 9.101670 -3.213122 6.654906  -0.0608
O: 8.849980 -1.821733 6.406312  -0.2900
S: 8.057823 -1.425192 4.968929  1.0963
C: 6.231243 -1.676661 5.451826  -0.8409
O: 8.182686 0.032721 4.781887  -0.5728
O: 8.413376 -2.398049 3.914468  -0.5857
H: 10.125365 -2.860885 8.541397  0.3167
H: 11.144111 -2.827978 7.063493  0.3362
H: 10.601122 -4.313706 7.837718  0.3886
H: 9.347130 -3.821728 5.784585  0.3409
H: 8.290414 -3.655977 7.232700  0.2643
H: 5.729467 -1.515948 4.497631  0.3288
H: 5.844794 -0.949949 6.166415  0.3133
H: 6.223357 -2.701941 5.821747  0.2985
C: 4.479124 1.493968 -2.790518  -1.0933
C: 3.178681 0.758756 -2.432332  -0.3294
O: 2.055952 1.671995 -2.472680  -0.3224
S: 1.523352 2.190501 -0.991934  1.1200
C: 0.619756 0.654364 -0.442582  -0.8136
O: 2.715309 2.450813 -0.097136  -0.5830
O: 0.607795 3.334992 -1.239915  -0.6026
H: 4.756335 2.396294 -2.245497  0.3079
H: 4.540542 1.646294 -3.868073  0.3150
H: 5.234664 0.745094 -2.552943  0.3273
H: 2.975185 -0.067650 -3.113320  0.3762
H: 3.284655 0.354738 -1.425539  0.3400
H: 1.225684 -0.238272 -0.597949  0.3112
H: -0.291891 0.553942 -1.031571  0.3096
H: 0.314699 0.805804 0.592847  0.3373
C: -7.915545 -4.490357 -3.872130  -1.1755
C: -8.638066 -4.683620 -5.185986  -0.1112
O: -10.038864 -5.004814 -5.027208  -0.3295
S: -10.750094 -5.880067 -6.270216  1.1425
C: -10.591021 -4.645988 -7.619200  -0.9278
O: -9.965765 -7.080563 -6.605672  -0.5854
O: -12.164603 -6.060635 -5.903145  -0.5855
H: -7.166232 -3.700003 -3.916430  0.3171
H: -7.342008 -5.396992 -3.679321  0.3070
H: -8.561345 -4.319327 -3.010861  0.3088
H: -8.606266 -3.724643 -5.703151  0.2688
H: -8.083441 -5.463736 -5.707447  0.3381
H: -10.854022 -3.646183 -7.273778  0.3294
H: -11.333688 -4.979787 -8.343858  0.3746
H: -9.611630 -4.640250 -8.097579  0.3289
C: 14.385055 3.002983 -8.343017  -1.0405
C: 14.103274 2.513985 -6.949560  -0.3922
O: 14.251466 1.087216 -6.780248  -0.2557
S: 13.036751 0.389001 -5.989163  1.1281
C: 13.791338 -1.256917 -5.916368  -0.8757
O: 13.005127 0.919663 -4.660574  -0.5907
O: 11.846110 0.515083 -6.838409  -0.6034
H: 14.032118 2.241083 -9.038021  0.2907
H: 15.470395 3.035560 -8.438243  0.2749
H: 13.950527 3.979096 -8.558636  0.3349
H: 14.718160 3.015874 -6.202486  0.3514
H: 13.148915 2.896072 -6.587189  0.3887
H: 13.798500 -1.743324 -6.891802  0.3247
H: 13.046524 -1.776886 -5.313900  0.3624
H: 14.777698 -1.199892 -5.456006  0.3022

Cartesian forces (eV/Å) of the 2 atoms listed first:
C 0.115 -0.117 0.931
C -0.631 0.139 -1.063

# 4
C3H5NO2 in the gas phase, computed with ωB97M-V with the def2-TZVPD basis set.

## Properties
* net charge: 0
* relative energy (zero: lowest compared OMol25 entry of this formula, charge and spin): 112.1 kcal/mol
* electronic energy: -8772.83376 eV
* lowest unoccupied orbital energy: 0.5216 eV
* frontier orbital gap: 10.183 eV

Each line ends with the Mulliken charge.
Positions of all 11 atoms, in Å:
O: 1.849136 -0.322801 1.008710  -0.5098
C: 0.900907 -0.757554 0.059305  -0.1939
C: -0.450934 -0.452014 0.637672  -0.2155
C: -1.503945 -0.309624 -0.129774  0.1923
N: -2.107918 0.465248 -0.898156  -0.4325
O: -1.263363 1.669872 -0.710876  -0.3961
H: 2.729596 -0.443732 0.635898  0.3044
H: 0.989182 -0.212846 -0.894315  0.2934
H: 0.991711 -1.830536 -0.158682  0.2605
H: -0.529495 -0.206880 1.691258  0.3741
H: -1.604875 2.400862 -1.241045  0.3230

Cartesian forces (eV/Å) of the 2 atoms listed first:
O 0.294 -0.058 -0.020
C -0.264 -0.231 -0.209